No. 1
{
  "formula": "C7H18ClFeN2O3",
  "method": "ωB97M-V/def2-TZVPD",
  "multiplicity": 5,
  "charge": 1,
  "e_lumo_ha": [-0.3131, -0.3195],
  "elements": ["Fe", "Cl", "C", "O", "H", "H", "H", "H", "C", "O", "N", "C", "C", "H", "H", "H", "H", "H", "H", "H", "C", "O", "N", "C", "C", "H", "H", "H", "H", "H", "H", "H"],
  "xyz": [[8.85, -21.55, 32.01], [10.86, -22.81, 31.54], [11.63, -23.79, 27.91], [10.64, -22.95, 28.47], [11.11, -24.53, 27.30], [12.19, -23.20, 27.19], [12.26, -24.29, 28.65], [10.83, -22.98, 29.41], [12.71, -26.12, 30.74], [12.93, -26.62, 29.68], [13.29, -26.56, 31.92], [14.11, -27.77, 31.94], [12.98, -25.88, 33.22], [11.96, -25.33, 30.90], [14.40, -28.09, 30.94], [13.60, -28.55, 32.49], [15.01, -27.44, 32.45], [12.20, -26.43, 33.74], [13.82, -25.84, 33.90], [12.64, -24.86, 33.04], [14.44, -22.53, 33.28], [14.68, -22.22, 34.47], [15.32, -22.86, 32.32], [14.86, -23.28, 31.01], [16.72, -23.06, 32.58], [13.50, -22.30, 32.75], [13.88, -22.88, 30.74], [14.75, -24.36, 30.96], [15.45, -22.91, 30.18], [17.05, -22.55, 33.48], [16.93, -24.12, 32.75], [17.26, -22.62, 31.74]]
}

No. 2
{
  "formula": "C4H6N2",
  "method": "ωB97M-V/def2-TZVPD",
  "multiplicity": 1,
  "e_lumo_ha": [0.0169, 0.0169],
  "e_above_lowest_kj_mol": 323.95,
  "elements": ["N", "C", "C", "C", "C", "N", "H", "H", "H", "H", "H", "H"],
  "xyz": [[-1.98, -0.61, -0.48], [-0.88, 0.13, -0.44], [0.39, -0.24, -0.91], [1.52, 0.14, -0.21], [1.24, 0.79, 1.02], [0.06, 0.78, 1.59], [-2.88, -0.17, -0.31], [-2.00, -1.62, -0.60], [0.46, -0.67, -1.91], [2.52, 0.10, -0.64], [1.98, 1.49, 1.43], [-0.41, -0.12, 1.47]]
}

No. 3
{
  "formula": "C3H10N4",
  "method": "ωB97M-V/def2-TZVPD",
  "multiplicity": 3,
  "charge": 2,
  "e_lumo_ha": [-0.2982, -0.5112],
  "e_above_lowest_kj_mol": 175.74,
  "elements": ["C", "C", "C", "N", "N", "N", "N", "H", "H", "H", "H", "H", "H", "H", "H", "H", "H"],
  "xyz": [[1.10, -0.90, -0.10], [-1.19, -0.35, -0.01], [0.47, 1.37, 0.18], [-2.01, 0.62, -0.40], [-1.63, -1.55, 0.22], [2.35, -0.64, -0.31], [0.16, 0.00, 0.17], [0.93, -1.89, -0.37], [0.44, 1.85, -0.79], [1.42, 1.76, 0.61], [-0.20, 1.95, 0.77], [-2.69, 0.40, -1.09], [-1.61, 1.56, -0.44], [-2.57, -1.78, 0.14], [-1.14, -2.34, 0.35], [3.12, -1.36, -0.26], [2.84, 0.13, 0.06]]
}

No. 4
{
  "formula": "C5H12N2O3P",
  "method": "ωB97M-V/def2-TZVPD",
  "multiplicity": 1,
  "charge": 1,
  "e_lumo_ha": -0.1692,
  "e_above_lowest_kj_mol": 0.00,
  "elements": ["C", "C", "C", "C", "C", "N", "N", "O", "O", "O", "P", "H", "H", "H", "H", "H", "H", "H", "H", "H", "H", "H", "H"],
  "xyz": [[0.20, 0.94, -0.11], [0.74, 2.03, 0.81], [-2.89, -0.36, 1.13], [1.84, -0.20, -1.27], [1.98, -2.06, 0.34], [0.71, 0.69, -1.40], [1.44, -0.98, -0.10], [-1.15, 1.06, -0.30], [0.54, -0.35, 0.60], [-1.46, -1.37, -1.13], [-2.16, -0.21, -0.50], [0.55, 3.00, 0.39], [1.81, 1.86, 0.93], [0.20, 1.91, 1.71], [-2.00, -0.40, 1.82], [-3.54, -1.18, 1.39], [-3.13, 0.64, 1.24], [2.82, 0.22, -1.13], [1.87, -0.77, -2.10], [2.93, -2.36, -0.09], [1.55, -2.69, 1.02], [0.02, 0.15, -1.91], [-2.86, 0.45, -1.32]]
}

No. 5
{
  "formula": "CF2O3S",
  "method": "ωB97M-V/def2-TZVPD",
  "multiplicity": 1,
  "e_lumo_ha": -0.0729,
  "e_above_lowest_kj_mol": 168.28,
  "elements": ["C", "O", "O", "O", "F", "F", "S"],
  "xyz": [[1.93, 0.00, 0.26], [2.98, 0.40, 0.27], [-2.29, 0.35, -0.99], [0.87, -0.42, 0.31], [-0.61, 1.47, 0.35], [-1.40, -1.75, -0.29], [-1.48, -0.05, 0.09]]
}

No. 6
{
  "formula": "C3H13N3",
  "method": "ωB97M-V/def2-TZVPD",
  "multiplicity": 1,
  "e_lumo_ha": 0.0388,
  "e_above_lowest_kj_mol": 77.28,
  "elements": ["C", "C", "N", "H", "H", "H", "H", "H", "H", "H", "N", "C", "N", "H", "H", "H", "H", "H", "H"],
  "xyz": [[-1.78, 1.10, 1.51], [-1.95, 0.37, 0.19], [-2.18, -1.06, 0.16], [-1.00, 0.74, 2.18], [-1.51, 2.12, 1.22], [-2.75, 1.23, 2.04], [-2.82, 0.88, -0.28], [-1.12, 0.69, -0.45], [-1.81, -1.46, 1.01], [-3.09, -1.41, -0.04], [0.79, -0.48, -0.23], [1.85, 0.26, -0.96], [3.23, -0.23, -0.90], [1.08, -0.66, 0.74], [0.76, -1.46, -0.52], [1.50, 0.33, -1.99], [1.78, 1.27, -0.55], [3.40, -0.72, -0.03], [3.91, 0.50, -1.01]]
}

Number 1: maximum force 3.4 eV Å⁻¹. Number 2: maximum force 0.6 eV Å⁻¹. Number 3: maximum force 6.7 eV Å⁻¹. Number 4: maximum force 5.2 eV Å⁻¹. Number 5: maximum force 3.5 eV Å⁻¹. Number 6: maximum force 2.3 eV Å⁻¹.